No. 1
A structure of composition C14H14N2NdO3S in a non-equilibrium geometry. Source: the OMol25 dataset; level of theory: ωB97M-V/def2-TZVPD.

- Multiplicity: 4
- <S²>: 3.757
- Net charge: -1
- Relative energy (zero: lowest compared OMol25 entry of this formula, charge and spin): 1.874 eV
- Gap between HOMO and LUMO (alpha / beta): 3.75 / 3.79 eV

CARTESIAN COORDINATES (ANGSTROEM)
1 C -2.0393 -1.3845 0.0092
2 C -2.2214 0.0341 0.0791
3 C -1.7895 0.4485 1.3837
4 C -1.4624 -0.7245 2.1124
5 C -1.5586 -1.8488 1.2553
6 Nd 0.4952 -0.6260 0.6091
7 N 0.7952 -0.6751 -1.7008
8 C 0.7177 0.6957 -2.6700
9 C -0.0912 1.6265 -2.0357
10 H -1.8641 1.4826 1.7504
11 H -2.7126 0.6539 -0.6851
12 H -1.0678 -0.7210 3.1522
13 H -1.3254 -2.9128 1.4987
14 H -2.2859 -1.9884 -0.9034
15 H -1.1733 1.6247 -2.1815
16 H 0.3561 0.2325 -3.6719
17 H 1.0713 -1.7077 -1.8201
18 H 0.4675 2.3417 -1.3926
19 H 1.8223 0.6717 -2.4642
20 O 2.6294 -0.8936 1.4620
21 C 3.0671 0.3246 1.2213
22 N 2.3085 1.2325 0.5301
23 S 3.1471 2.7143 0.2917
24 O 3.5178 2.9269 -1.0679
25 O 2.6537 3.8019 1.0862
26 C 4.5938 2.0552 1.1685
27 C 5.7477 2.7831 1.3380
28 C 6.7806 2.0829 1.9461
29 C 6.6253 0.7442 2.3644
30 C 5.3830 0.0489 2.1327
31 C 4.3517 0.7605 1.5615
32 H 5.7963 3.7684 0.9531
33 H 7.7049 2.5646 2.0964
34 H 7.5084 0.2004 2.8503
35 H 5.2762 -1.0246 2.3596

Results of the Mulliken charge analysis, in e, for atoms 1 through 4: -0.325, -0.149, -0.805, -0.510


No. 2
The molecule C14H14N2OS2 in a non-equilibrium geometry. Source: the OMol25 dataset; level of theory: ωB97M-V/def2-TZVPD.

- Gap between HOMO and LUMO: 9.01 eV
- Structure (SMILES): C=C(C)CSC1=C(C#N)[C@@H](c2ccsc2)CC(=O)N1

CARTESIAN COORDINATES (ANGSTROEM)
1 C 0.8166 1.9870 -1.2108
2 C 2.0092 1.6558 -0.7389
3 C 3.1087 1.1064 -1.5937
4 C 2.3334 1.8145 0.7101
5 S 2.6433 0.1885 1.5147
6 C 1.2050 -0.7548 1.1025
7 C -0.0796 -0.3527 1.2038
8 C -0.4707 0.8883 1.7168
9 N -0.8240 1.8937 2.1478
10 C -1.1852 -1.3247 0.8291
11 C -2.4307 -0.5855 0.4352
12 C -2.4917 0.3391 -0.6408
13 C -3.7211 0.8887 -0.7875
14 S -4.8374 0.2975 0.3769
15 C -3.6276 -0.7035 1.0694
16 C -0.6959 -2.2284 -0.3050
17 C 0.6363 -2.8676 0.0150
18 O 0.9668 -3.9803 -0.3116
19 N 1.5028 -2.0347 0.6773
20 H 0.5804 1.8888 -2.2573
21 H 0.0463 2.3948 -0.5783
22 H 3.9426 1.8074 -1.6213
23 H 2.7649 0.9344 -2.6097
24 H 3.4818 0.1691 -1.1824
25 H 1.5480 2.3283 1.2599
26 H 3.2839 2.3306 0.8524
27 H -1.4094 -1.9430 1.7097
28 H -1.6510 0.5846 -1.2646
29 H -4.0450 1.6117 -1.5090
30 H -3.8702 -1.3199 1.9123
31 H -0.5574 -1.6368 -1.2158
32 H -1.4233 -3.0113 -0.5195
33 H 2.4503 -2.3659 0.8133

Results of the natural (NBO) charge analysis, in e, for atoms 1 through 4: -0.397, 0.000, -0.650, -0.535


No. 3
A cluster of 2 separate species, C14H14N3OS2 in total in a non-equilibrium geometry. Source: the OMol25 dataset; level of theory: ωB97M-V/def2-TZVPD.

- Net charge: -1
- Gap between HOMO and LUMO: 5.66 eV

CARTESIAN COORDINATES (ANGSTROEM)
1 C 2.4097 -3.6587 -3.8568
2 O 2.8871 -3.6317 -2.4960
3 C 2.3299 -2.7786 -1.5986
4 C 2.9118 -2.7671 -0.3062
5 C 2.4141 -1.9294 0.6629
6 C 1.2488 -1.1508 0.4313
7 C 0.6541 -0.3557 1.4936
8 C -0.6885 -0.3575 1.7358
9 C -1.3177 0.2917 2.8265
10 N -1.9263 0.7730 3.7059
11 C -1.5979 -1.1645 0.9772
12 N -2.3527 -1.8033 0.3459
13 C 0.6760 -1.1925 -0.8562
14 C 1.2090 -1.9628 -1.8767
15 H 3.0691 -4.3826 -4.3379
16 H 1.3659 -4.0024 -3.9085
17 H 2.5038 -2.6744 -4.3396
18 H 3.7523 -3.4392 -0.1382
19 H 2.8790 -1.9097 1.6475
20 H 1.3096 0.2437 2.1262
21 H -0.1882 -0.5626 -1.0737
22 H 0.7508 -1.9719 -2.8700
23 C -2.4932 3.6998 2.2388
24 N -1.9480 3.2268 0.9749
25 C -2.7507 3.5188 -0.2015
26 C -0.6510 2.8007 0.8659
27 S 0.3637 2.7093 2.2063
28 S 0.0030 2.2106 -0.5671
29 H -1.9871 3.2252 3.0861
30 H -2.3995 4.7930 2.3175
31 H -3.5562 3.4316 2.2659
32 H -2.2752 3.0594 -1.0763
33 H -3.7577 3.1060 -0.0598
34 H -2.8476 4.6059 -0.3452

Results of the natural (NBO) charge analysis, in e, for atoms 1 through 4: -0.255, -0.505, 0.311, -0.284


No. 4
The molecule C14H14N4O4 in a non-equilibrium geometry. Source: the OMol25 dataset; level of theory: ωB97M-V/def2-TZVPD.

- Relative energy (zero: lowest compared OMol25 entry of this formula, charge and spin): 2.678 eV
- Gap between HOMO and LUMO: 8.17 eV
- Structure (SMILES): COc1ccc(/C=C/C(=O)Nc2nonc2NC(C)=O)cc1

CARTESIAN COORDINATES (ANGSTROEM)
1 C 1.7697 -7.4478 -2.3359
2 O 0.5635 -6.7353 -2.4889
3 C 0.4849 -5.4699 -2.0204
4 C 1.5182 -4.7830 -1.3836
5 C 1.3252 -3.4903 -0.9435
6 C 0.1045 -2.8343 -1.1197
7 C -0.1442 -1.4803 -0.6794
8 C 0.7077 -0.6927 -0.0040
9 C 0.4586 0.6659 0.4793
10 O 1.1631 1.1754 1.3349
11 N -0.6009 1.3198 -0.1003
12 C -1.1135 2.5732 0.1351
13 N -2.1444 2.9732 -0.5616
14 O -2.4503 4.2097 -0.1468
15 N -1.6132 4.6202 0.8276
16 C -0.7606 3.6506 1.0486
17 N 0.2501 3.6514 1.9490
18 C 0.6260 4.6399 2.8397
19 C -0.1917 5.8962 2.8297
20 O 1.5711 4.4441 3.5635
21 C -0.9244 -3.5362 -1.7641
22 C -0.7426 -4.8238 -2.2045
23 H 1.5918 -8.4249 -2.7814
24 H 2.5948 -6.9561 -2.8602
25 H 2.0297 -7.5733 -1.2805
26 H 2.4774 -5.2504 -1.2268
27 H 2.1434 -2.9844 -0.4561
28 H -1.1378 -1.1206 -0.9244
29 H 1.6759 -1.0594 0.3028
30 H -1.1029 0.8422 -0.8367
31 H 0.8172 2.7915 1.9575
32 H -0.1603 6.3541 1.8444
33 H 0.2045 6.5813 3.5736
34 H -1.2317 5.6671 3.0475
35 H -1.8803 -3.0558 -1.9158
36 H -1.5345 -5.3636 -2.6988

Results of the natural (NBO) charge analysis, in e, for atoms 1 through 4: -0.255, -0.481, 0.319, -0.263


No. 5
A structure of composition C14H15BrCoN4O4. Source: the OMol25 dataset; level of theory: ωB97M-V/def2-TZVPD.

- Multiplicity: 4
- <S²>: 3.757
- Relative energy (zero: lowest compared OMol25 entry of this formula, charge and spin): 0.000 eV
- Gap between HOMO and LUMO (alpha / beta): 6.23 / 6.21 eV

CARTESIAN COORDINATES (ANGSTROEM)
1 Co -0.1463 0.0803 0.0118
2 N 0.9999 -1.3779 1.2047
3 C 2.1769 -0.7156 1.7857
4 C 2.7571 0.2109 0.7374
5 N 1.7115 1.1505 0.2811
6 H 0.4939 -1.9194 1.8955
7 H 1.2701 -2.0234 0.4651
8 H 2.9389 -1.4155 2.1323
9 H 1.8474 -0.1349 2.6519
10 H 3.0611 -0.3760 -0.1310
11 H 3.6431 0.7185 1.1204
12 H 1.9500 1.5533 -0.6197
13 H 1.6137 1.9319 0.9223
14 O -2.4345 2.5257 -5.9945
15 C -2.4928 3.2043 -4.9554
16 O -2.9031 4.3625 -4.7450
17 C -1.9278 2.5049 -3.7136
18 C -1.9700 3.1391 -2.4746
19 C -1.4691 2.4971 -1.3677
20 N -0.9314 1.2691 -1.4394
21 C -0.8834 0.6403 -2.6316
22 C -1.3686 1.2311 -3.7783
23 C -0.2721 -0.7491 -2.6079
24 O -0.0862 -1.3552 -3.6312
25 O 0.0123 -1.2191 -1.4009
26 H -2.4034 4.1294 -2.4256
27 H -1.4888 2.9563 -0.3837
28 H -1.3238 0.7116 -4.7256
29 Br -5.6088 0.7770 3.8129
30 C -4.0278 0.5221 2.8510
31 C -4.0092 -0.3258 1.7579
32 C -2.8191 -0.4748 1.0726
33 N -1.6913 0.1537 1.4294
34 C -1.7290 0.9661 2.4879
35 C -2.8730 1.1841 3.2307
36 H -4.8963 -0.8490 1.4329
37 H -2.7591 -1.1108 0.1968
38 H -0.8026 1.4627 2.7524
39 H -2.8602 1.8551 4.0768

Results of the natural (NBO) charge analysis, in e, for atoms 1 through 4: 1.467, -0.873, -0.228, -0.236


No. 6
A structure of composition C14H15Cl3F5N7OPRhSi in a non-equilibrium geometry. Source: the OMol25 dataset; level of theory: ωB97M-V/def2-TZVPD.

- Net charge: +2
- Relative energy (zero: lowest compared OMol25 entry of this formula, charge and spin): 2.299 eV
- Gap between HOMO and LUMO (alpha / beta): 6.51 / 6.80 eV

CARTESIAN COORDINATES (ANGSTROEM)
1 Rh 0.8028 1.3865 -0.3380
2 C 0.3795 -4.2518 -0.1601
3 N 0.9940 -2.9824 -0.4392
4 C 2.2080 -2.7797 -1.0055
5 C 2.3956 -1.4237 -1.0803
6 N 1.3072 -0.8171 -0.5594
7 C 0.4624 -1.7713 -0.1789
8 P -1.1860 -1.5120 0.5669
9 C -1.7315 -0.2348 -0.6290
10 N -1.1013 0.8888 -1.0002
11 C -1.9207 1.5185 -1.8835
12 C -3.0555 0.7693 -2.0396
13 N -2.9251 -0.3178 -1.2471
14 C -3.8960 -1.3617 -1.0536
15 C -0.6402 -0.2977 1.8276
16 N 0.0983 0.8023 1.6450
17 C 0.2489 1.3780 2.8620
18 C -0.4055 0.6180 3.7932
19 N -0.9563 -0.4271 3.1313
20 C -1.7428 -1.4808 3.7158
21 H 1.0482 -5.0518 -0.4683
22 H 0.1802 -4.3538 0.9075
23 H -0.5575 -4.3493 -0.7096
24 H 2.8528 -3.5791 -1.3115
25 H 3.2382 -0.8789 -1.4640
26 H -1.7093 2.4565 -2.3542
27 H -3.9204 0.9498 -2.6472
28 H -4.7663 -1.1666 -1.6761
29 H -3.4834 -2.3347 -1.3238
30 H -4.2169 -1.3880 -0.0110
31 H 0.8023 2.2800 3.0223
32 H -0.5139 0.7666 4.8491
33 H -1.8181 -1.3213 4.7893
34 H -2.7493 -1.4871 3.2958
35 H -1.2777 -2.4518 3.5411
36 F 2.1887 3.5817 -1.6982
37 C 1.0699 2.8334 -1.8417
38 F 0.0460 3.7125 -1.8288
39 C 1.1592 2.1287 -3.2276
40 F 2.3672 2.2377 -3.7390
41 F 0.2670 2.5861 -4.0877
42 F 0.9161 0.7981 -3.0721
43 O 3.6208 1.0799 -0.5371
44 N 2.7761 1.6539 0.1529
45 Cl 4.6488 4.2156 0.2377
46 Si 3.2980 3.1604 1.1886
47 Cl 1.4061 3.9122 1.1719
48 Cl 3.7914 2.3062 2.9144

Results of the natural (NBO) charge analysis, in e, for atoms 1 through 4: 1.018, -0.416, -0.290, -0.034


Calculated E (eV), listed in the same order as above: -49976.145, -41442.928, -42933.350, -28893.521, -136582.547, -98556.630